1.
Molecular formula: C16H20O2
Method: DFT, wB97M-V/def2-TZVPD

## Properties
Charge: 0
LUMO level in eV: 0.69
HOMO in eV: -8.12
SMILES string: CCc1ccc(O)cc1.CCc1ccc(O)cc1
Orbital gap in eV: 8.817

Atoms and positions in Å:
C -4.1068 0.4957 -1.8171
H 0.4257 -1.6198 2.5743
H 4.6740 1.4226 -2.6989
H 4.9350 1.4349 0.1636
C -4.3354 -0.1646 0.5998
C 1.9445 -1.9081 1.4001
H 0.8890 -2.0299 -0.5847
H 5.5508 0.1973 -0.9213
H -3.9499 1.6647 -3.6903
C -2.1096 0.3641 -0.1960
H -4.4231 -0.8652 2.6820
O -1.7183 -0.8310 3.1171
C 4.0670 1.4742 -1.8246
H 3.0222 1.0848 -2.1643
H 3.8506 2.5981 -1.4171
H 3.5256 -1.9360 3.0113
H -5.1464 0.5203 -1.6837
H -1.4827 0.7033 -0.9213
H -2.7905 1.9897 -2.4479
O 0.9085 -2.3768 2.1531
C 3.2279 -1.6470 1.9328
H -4.3431 2.5100 -2.1469
C 3.6533 -0.1519 -0.0375
C -3.5122 0.3267 -0.3830
H -2.0113 -0.4408 3.9599
C 2.6215 -0.7869 -0.7106
H -0.4753 0.1823 1.1129
C 3.9220 -0.6448 1.3132
C 4.6282 0.7255 -0.6423
H -5.4805 -0.0083 0.5026
H 4.9209 -0.5010 1.6705
C -2.4064 -0.3338 2.0679
H 2.4813 -0.6670 -1.7205
H -3.7073 -0.2554 -2.4487
C 1.8442 -1.7089 -0.0540
C -3.7568 1.6776 -2.6336
C -1.5308 0.1255 1.0939
C -3.8057 -0.6201 1.7894

Atom charges from the Löwdin analysis, given in e for atoms 1 to 2: C -0.216; H 0.104



2.
Molecular formula: C16H20O2Si
Method: DFT, wB97M-V/def2-TZVPD

## Properties
Charge: 0
LUMO level in eV: 0.87
HOMO in eV: -8.87
SMILES string: CCO[Si](OCC)(c1ccccc1)c1ccccc1
Orbital gap in eV: 9.735

Atoms and positions in Å:
H 1.3506 3.7015 1.1552
C -1.0443 -1.8891 2.4072
H -0.8846 2.6981 0.6123
H 0.0776 -1.6535 -1.7716
H 3.0111 -4.2802 0.1288
H -0.1912 -1.1643 2.5534
C -2.1975 -1.0940 1.7799
C -0.8758 1.8506 -3.8879
O 0.2152 1.0818 1.4831
H 1.4215 -3.8735 -1.8128
H -3.0507 -1.6950 1.6543
H 0.1356 4.3793 2.2546
C 0.8654 -1.9434 -1.0434
H -2.2208 -0.0625 -1.5163
C 2.4855 -3.3950 0.0620
C 2.4831 -2.6416 1.2023
C 0.6447 3.4400 1.8931
C 0.6095 1.5489 -2.0568
O -1.8720 -0.5152 0.5243
C 1.6393 -3.0743 -1.0665
C -0.3828 0.8742 -1.4196
H -1.0962 2.3242 2.3149
H 1.6831 -0.7740 1.9422
C 0.9542 -1.1720 0.0328
C 1.7087 -1.4993 1.1637
H -1.0960 2.2587 -4.9050
H -1.4766 -2.3016 3.3701
C 0.3736 2.1528 -3.3147
C -0.3333 2.4132 1.5327
H 1.5963 1.5977 -1.5363
H -2.7822 0.8391 -3.7539
H 2.9722 -2.9230 2.0959
C -1.5240 0.5333 -2.0625
H 1.0169 2.8732 -3.8179
Si -0.3129 0.0980 0.2345
H -0.7531 -2.6187 1.6447
H -2.5424 -0.2397 2.4316
C -1.8149 1.0478 -3.2988
H 1.2074 3.0975 2.7906

Atom charges from the Löwdin analysis, given in e for atoms 1 to 2: H 0.057; C -0.070



3.
Molecular formula: C16H21BF4O8P2PtS
Method: DFT, wB97M-V/def2-TZVPD

## Properties
Charge: +2
LUMO level (spin up / spin down) in eV: -5.94 / -9.78
HOMO (spin up / spin down) in eV: -14.27 / -14.26
Multiplicity: 5
Orbital gap (spin up / spin down) in eV: 8.333 / 4.483

Atoms and positions in Å:
O 0.0238 -4.7479 -0.5737
C -0.7729 1.0571 -3.8254
F 3.4104 -0.6896 -0.8502
C -2.3706 4.8540 2.1567
C 2.1905 -5.3531 1.6009
O 1.5189 -1.3631 2.2910
H -0.6863 4.1330 3.2740
H -2.7517 1.6274 -2.1046
F 1.4706 -0.4533 -2.0051
C -1.6168 2.5703 2.1472
O -0.2025 0.6268 0.1492
S -1.5623 0.3689 -0.5042
H -0.9291 1.8084 2.4898
H -1.6550 0.4562 -4.0053
C 1.4807 2.6911 -3.2884
O 2.4487 -3.2804 0.3306
H 2.0637 -5.9393 0.6900
C 1.3979 1.8996 -4.4500
C 0.4643 2.6417 -2.3830
H -0.0745 -3.1168 3.7800
H 3.2396 -5.4021 1.9152
H 2.3631 3.2880 -3.1102
H -2.2668 5.8711 2.5096
H -1.2700 -5.4823 1.6776
H 2.2191 1.9012 -5.1554
H -4.1064 5.2796 0.9673
C -2.7824 0.8396 0.7566
O -0.4925 -2.4337 0.6226
O 3.2507 -2.9790 3.3643
O 0.8687 -3.3182 3.8618
F 3.4099 0.4408 -2.9056
B 2.7826 0.2331 -1.7273
C -3.5385 3.2189 0.8416
C -1.7780 1.7909 -1.6350
H 2.6957 -3.8800 -0.3964
H 1.5830 -5.7768 2.3984
Pt 1.1920 -1.0298 0.1348
H 0.2243 0.5021 -5.6271
H -1.8002 2.6891 -1.0150
H -4.3583 2.9605 0.1802
H -3.7530 0.6471 0.2916
C 0.2536 1.0837 -4.7161
P -0.2726 -3.9067 0.5749
C -3.4022 4.5243 1.2879
H 0.5095 3.1974 -1.4570
C -1.4815 3.8774 2.5871
C -2.6458 2.2368 1.2681
P 1.8286 -2.7358 2.7759
O -1.0556 -4.5413 1.7799
C 1.8538 -3.9194 1.3663
H 3.7140 -2.2456 3.7955
F 2.4740 1.3750 -1.0161
H -2.6225 0.0758 1.5215
C -0.6836 1.8275 -2.6367

Atom charges from the Löwdin analysis, given in e for atoms 1 to 2: O -0.181; C 0.017



Max |F| values, unit eV/Å, following the record order: 4.39; 3.94; 0.27.
E values, unit eV, following the record order: -21008.061; -28890.018; -77508.923.